--- i ---
A single C2H2S3 molecule, computed with ωB97M-V with the def2-TZVPD basis set.

Each atom is followed by the atoms it is bonded to, with distances in Å.
Positions of all 7 atoms, in Å:
1 C -0.03613 -0.31732 0.23759  C2 1.397, S3 1.760, H6 1.202
2 C -1.02211 0.62488 -0.06597  C1 1.397, S4 1.659, H7 1.178
3 S 1.61942 -0.90854 0.31413  C1 1.760, S5 1.928
4 S -1.52996 2.19421 0.10799  C2 1.659
5 S 3.33092 -0.14198 -0.13464  S3 1.928
6 H -0.52738 -1.40984 0.13852  C1 1.202
7 H -1.83476 -0.04141 -0.59762  C2 1.178

Properties
E_HOMO (spin up / spin down) in eV: -9.01 / -8.89
LUMO level (spin up / spin down) in eV: -2.4 / -2.4
Net charge: 0
2S+1: 1

---

--- ii ---
A single C2H2S3 molecule, computed with ωB97M-V with the def2-TZVPD basis set.

Each atom is followed by the atoms it is bonded to, with distances in Å.
Positions of all 7 atoms, in Å:
1 C 0.46790 -1.54460 -0.38773  S3 1.613, S5 2.126, H6 1.028
2 C 0.65304 1.24137 -0.96359  S4 1.628, S5 1.729, H7 1.110
3 S 1.22887 -2.95912 -0.24432  C1 1.613
4 S 0.46156 2.66285 -1.73475  C2 1.628
5 S 1.21844 -0.15531 -1.81153  C1 2.126, C2 1.729
6 H -0.52363 -1.45331 -0.13082  C1 1.028
7 H 0.53948 1.33622 0.13656  C2 1.110

Properties
E_HOMO in eV: -8.80
LUMO level in eV: -1.4
Net charge: 0
SMILES string: S=CSC=S
2S+1: 1

---

Computed energies relative to the best structure, in kcal/mol: i 20.8; ii 0.0

---

--- i ---
2 unconnected molecules or ions with the total composition CH3O3, computed with ωB97M-V with the def2-TZVPD basis set.

Each atom is followed by the atoms it is bonded to, with distances in Å.
Positions of all 7 atoms, in Å:
1 O -1.39538 0.53529 1.10437  H2 0.984, H3 0.984
2 H -0.61023 0.18158 0.62825  O1 0.984
3 H -2.13702 -0.04964 0.82855  O1 0.984
4 O 1.94457 0.18332 0.08779  C6 1.285
5 O 0.24485 -1.04287 -0.27465  C6 1.236
6 C 0.94357 -0.10150 -0.66585  O4 1.285, O5 1.236, H7 1.117
7 H 1.00964 0.29382 -1.70846  C6 1.117

Properties
E_HOMO in eV: -3.74
LUMO level in eV: 4.6
Net charge: -1
2S+1: 1

---

--- ii ---
2 unconnected molecules or ions with the total composition CH3O3, computed with ωB97M-V with the def2-TZVPD basis set.

Each atom is followed by the atoms it is bonded to, with distances in Å.
Positions of all 7 atoms, in Å:
1 O 0.25401 -1.89985 -1.05818  H2 0.969, H7 0.974
2 H -0.27213 -1.11665 -0.83841  O1 0.969
3 O -1.42910 1.09863 0.29355  C4 1.243
4 C -0.21510 1.20925 0.53409  O3 1.243, O5 1.263, H6 1.120
5 O 0.63114 0.29676 0.74791  C4 1.263
6 H 0.25799 2.22395 0.56041  C4 1.120
7 H 0.77319 -1.81209 -0.23936  O1 0.974

Properties
E_HOMO in eV: -4.34
LUMO level in eV: 4.7
Net charge: -1
2S+1: 1

---

Computed energies relative to the best structure, in kcal/mol: i 16.7; ii 0.0

---

--- i ---
2 unconnected molecules or ions with the total composition C6H16O, computed with ωB97M-V with the def2-TZVPD basis set.

Each atom is followed by the atoms it is bonded to, with distances in Å.
Positions of all 23 atoms, in Å:
1 C 0.08753 -2.30814 1.34392  C2 1.522, H7 1.082, H8 1.091, H9 1.090
2 C 0.54003 -0.85902 1.24248  C1 1.522, C3 1.537, H10 1.088, H11 1.099
3 C 0.68331 -0.27418 -0.17118  C2 1.537, C4 1.534, H12 1.094, H13 1.092
4 C -0.24891 0.89432 -0.51579  C3 1.534, C5 1.537, H14 1.091, H15 1.091
5 C -0.43941 1.97999 0.55497  C4 1.537, C6 1.537, H16 1.086, H17 1.085
6 C 0.87488 2.65050 0.98488  C5 1.537, H18 1.087, H19 1.089, H20 1.051
7 H 0.62392 -2.98486 0.69208  C1 1.082
8 H 0.18368 -2.62646 2.38309  C1 1.091
9 H -0.97237 -2.38749 1.10169  C1 1.090
10 H -0.01508 -0.21796 1.92472  C2 1.088
11 H 1.50584 -0.82042 1.76625  C2 1.099
12 H 1.74182 0.00065 -0.21129  C3 1.094
13 H 0.55430 -0.98022 -0.99414  C3 1.092
14 H -1.23961 0.45797 -0.64930  C4 1.091
15 H 0.02298 1.29556 -1.49378  C4 1.091
16 H -1.16294 2.69078 0.16589  C5 1.086
17 H -0.90972 1.49707 1.40517  C5 1.085
18 H 1.13802 2.38004 2.00424  C6 1.087
19 H 0.84687 3.73017 0.84376  C6 1.089
20 H 1.67442 2.32305 0.38578  C6 1.051
21 H -2.15365 -1.74457 -3.12369  O23 0.951
22 H -0.76074 -1.05786 -3.24598  O23 0.958
23 O -1.22726 -1.83076 -2.92628  H21 0.951, H22 0.958

Properties
E_HOMO in eV: -10.50
LUMO level in eV: 0.8
Net charge: 0
SMILES string: CCCCCC.O
2S+1: 1

---

--- ii ---
2 unconnected molecules or ions with the total composition C6H16O, computed with ωB97M-V with the def2-TZVPD basis set.

Each atom is followed by the atoms it is bonded to, with distances in Å.
Positions of all 23 atoms, in Å:
1 C -0.99446 -2.41114 2.19989  C2 1.544, H7 1.089, H8 1.090, H9 1.088
2 C -0.12025 -1.26700 1.64217  C1 1.544, C3 1.512, H10 1.094, H11 1.086
3 C -0.60186 -0.83778 0.27491  C2 1.512, C4 1.525, H12 1.103, H13 1.103
4 C -0.07889 0.49954 -0.23820  C3 1.525, C5 1.531, C6 1.536, H14 1.096
5 C 1.44977 0.49529 -0.14802  C4 1.531, H15 1.094, H16 1.096, H17 1.100
6 C -0.45069 0.64443 -1.72122  C4 1.536, H18 1.082, H19 1.078, H20 1.090
7 H -0.66810 -2.73874 3.18597  C1 1.089
8 H -2.00834 -2.03659 2.34023  C1 1.090
9 H -0.99482 -3.25847 1.51803  C1 1.088
10 H 0.89038 -1.67796 1.56502  C2 1.094
11 H -0.09691 -0.48286 2.39262  C2 1.086
12 H -1.70099 -0.86941 0.19072  C3 1.103
13 H -0.30780 -1.58629 -0.47941  C3 1.103
14 H -0.49456 1.31813 0.35980  C4 1.096
15 H 1.92332 0.64564 0.82677  C5 1.094
16 H 1.84773 1.27101 -0.81155  C5 1.096
17 H 1.82890 -0.42510 -0.61548  C5 1.100
18 H -0.22370 1.66132 -2.01459  C6 1.082
19 H 0.10876 -0.07065 -2.30162  C6 1.078
20 H -1.49808 0.43313 -1.93888  C6 1.090
21 H 0.01740 3.70139 -1.73051  O23 0.971
22 H 1.40404 3.14062 -2.17087  O23 0.966
23 O 0.76915 3.85150 -2.32578  H21 0.971, H22 0.966

Properties
E_HOMO in eV: -10.98
LUMO level in eV: 1.0
Net charge: 0
SMILES string: CCCC(C)C.O
2S+1: 1

---

--- iii ---
2 unconnected molecules or ions with the total composition C6H16O, computed with ωB97M-V with the def2-TZVPD basis set.

Each atom is followed by the atoms it is bonded to, with distances in Å.
Positions of all 23 atoms, in Å:
1 C -1.43415 0.91057 -2.40579  C2 1.529, H7 1.153, H8 1.081, H9 1.054
2 C -0.87457 1.05296 -0.98969  C1 1.529, C3 1.523, H10 1.072, H11 1.126
3 C -0.30651 -0.23498 -0.40889  C2 1.523, C4 1.580, H12 1.082, H13 1.179
4 C -0.38695 -0.47591 1.15043  C3 1.580, C5 1.507, C6 1.548, H14 1.100
5 C -0.06476 -1.84195 1.69964  C4 1.507, H15 1.092, H16 1.044, H17 1.092
6 C 0.32858 0.79018 1.67997  C4 1.548, H18 1.108, H19 1.064, H20 0.949
7 H -0.68301 0.42412 -3.13351  C1 1.153
8 H -2.27272 0.23138 -2.34074  C1 1.081
9 H -1.91474 1.73029 -2.86247  C1 1.054
10 H -1.59990 1.41885 -0.29019  C2 1.072
11 H -0.09483 1.86457 -0.96701  C2 1.126
12 H 0.70036 -0.36217 -0.78513  C3 1.082
13 H -0.90605 -1.17412 -0.79398  C3 1.179
14 H -1.43151 -0.33873 1.46711  C4 1.100
15 H -0.95351 -2.43193 1.46681  C5 1.092
16 H 0.06687 -1.76801 2.73216  C5 1.044
17 H 0.80446 -2.44718 1.43584  C5 1.092
18 H 0.89110 1.35567 0.91105  C6 1.108
19 H -0.45611 1.45266 1.95886  C6 1.064
20 H 0.91861 0.79909 2.42295  C6 0.949
21 H 2.69750 -0.42916 -1.15568  O23 0.936
22 H 3.51901 0.13899 -0.13522  O23 0.961
23 O 3.45283 -0.66520 -0.65653  H21 0.936, H22 0.961

Properties
E_HOMO in eV: -10.59
LUMO level in eV: 0.8
Net charge: 0
SMILES string: CCCC(C)C.O
2S+1: 1

---

Computed energies relative to the best structure, in kcal/mol: i 8.6; ii 0.0; iii 35.7